No. 1
38
Properties=species:S:1:pos:R:3:forces:R:3 method="wB97M-V/def2-TZVPD" mol_weight_da=311.2 smiles="CCOCCO[C@]1([PH2]=N)COC(=O)O1.O=C1OCCO1" lumo_ev=0.43 gap_ha=0.3575 charge=0 total_energy_ha=-1389.7909
C 0.34102 2.56109 -0.68713 0.0 0.1 0.0
C -0.26730 1.37707 0.01084 0.3 0.4 -0.9
O -1.12302 0.71094 -0.92550 0.0 0.2 0.5
C -0.78584 -0.63434 -1.08123 -0.1 -0.1 -0.1
C 0.49092 -0.80747 -1.90009 -0.7 0.0 0.0
O 1.23645 -1.97035 -1.49769 0.3 0.0 -0.7
C 2.45028 -1.68224 -0.93563 0.7 -1.2 0.3
P 3.67715 -0.80967 -2.01495 0.0 2.2 0.0
N 3.36032 0.66333 -2.42978 -0.1 -0.5 -0.1
C 3.11503 -2.96188 -0.41719 -0.3 1.0 0.1
O 2.15066 -3.35666 0.55233 -0.2 -0.1 0.3
C 1.66502 -2.19225 1.05651 -1.0 0.1 1.2
O 0.87967 -2.10531 1.96296 1.3 0.0 -1.3
O 2.21349 -1.12156 0.36372 -0.6 0.2 0.3
H 1.07970 3.04171 -0.06213 0.2 0.2 0.2
H 0.80324 2.28116 -1.62157 0.3 -0.2 -0.3
H -0.42821 3.27670 -0.91849 -0.4 0.4 -0.1
H -0.80469 1.74401 0.86800 -0.5 -0.2 0.3
H 0.51589 0.70898 0.33006 0.2 -0.4 0.3
H -0.68819 -1.14805 -0.12903 0.1 -0.1 0.3
H -1.61416 -1.07628 -1.60747 -0.4 -0.3 -0.2
H 1.06224 0.10498 -1.84855 0.5 0.1 0.1
H 0.21344 -0.96582 -2.92663 0.1 0.0 -0.6
H 3.77177 -1.65985 -3.13330 -0.1 -0.5 0.4
H 4.87538 -0.91152 -1.28031 0.0 -0.6 0.0
H 4.05528 1.31944 -2.11246 0.0 0.3 0.1
H 3.43127 -3.68640 -1.14130 -0.4 -0.7 -0.1
H 3.93401 -2.58382 0.17341 0.9 -0.2 -0.2
O -2.55859 3.37644 1.70521 0.2 0.2 -0.1
C -3.18098 2.40739 1.98138 -0.1 -0.1 0.0
O -3.26935 1.30043 1.20339 -0.2 0.1 0.3
C -3.90408 0.27361 1.97232 0.0 -0.2 -0.1
C -4.68266 1.06655 2.99952 -0.1 -0.1 0.1
O -3.89852 2.25484 3.12252 0.0 -0.1 0.0
H -4.53747 -0.33948 1.33684 0.1 0.1 -0.1
H -3.13324 -0.35479 2.42270 0.0 0.0 0.0
H -5.68090 1.33721 2.65028 0.0 0.0 0.0
H -4.76503 0.56187 3.95844 0.1 0.1 0.1


No. 2
31
Properties=species:S:1:pos:R:3:forces:R:3 method="wB97M-V/def2-TZVPD" mol_weight_da=214.2 lumo_ev=-5.50 de_lowest_kcal_mol=50.3 gap_ha=0.2381 charge=+1 total_energy_ha=-1128.9069
C -2.42358 -2.92732 0.77742 -1.9 -0.9 -0.4
C 2.57897 -1.82170 -0.42807 -0.7 0.9 0.3
C -2.44379 1.80896 0.53928 -0.3 0.6 2.2
C 1.16491 -1.32524 -0.63879 0.3 2.2 -0.2
C -1.05828 1.39424 0.99327 -0.2 -2.7 1.9
C 3.48048 -0.55278 -0.31056 2.3 -1.2 -2.3
C -3.09106 0.68138 -0.19340 1.3 -2.1 -0.7
C 0.86276 -0.12485 0.30901 1.3 1.2 -4.6
C -0.35670 0.73422 -0.25016 1.5 0.7 2.0
C 0.22870 1.93953 -1.11175 -3.8 0.5 0.2
N -1.86351 -2.02722 0.35734 0.3 0.8 -0.5
P 2.56993 0.76251 0.59155 -0.4 -0.9 1.2
P -1.68439 -0.29590 -1.16140 0.0 1.4 2.3
H -3.22330 -3.69324 0.96243 1.5 0.8 0.2
H 2.50585 -2.31417 0.50523 0.5 -0.8 1.2
H 2.76694 -2.56946 -1.18304 0.8 0.0 -0.3
H -3.01926 2.10279 1.46317 0.2 -0.3 -1.1
H -2.39513 2.64181 -0.08277 0.2 1.7 -1.0
H 1.01210 -0.95770 -1.63702 0.3 0.2 -0.9
H 0.37157 -2.01120 -0.48946 -0.4 -1.3 0.2
H -0.47040 2.13996 1.63722 -0.7 -0.8 -1.6
H -1.19640 0.48548 1.78004 0.1 1.9 -1.6
H 4.55421 -0.72451 0.13098 -2.2 0.2 -0.5
H 3.74166 -0.28855 -1.41629 -0.6 0.2 1.9
H -3.31422 -0.03659 0.60025 -0.6 -0.3 -0.4
H -3.90174 0.80148 -0.91793 0.0 0.3 0.5
H 0.68263 -0.60283 1.16037 -1.5 -1.3 4.0
H 0.71792 2.62512 -0.39996 -0.8 0.0 -0.4
H -0.59814 2.42492 -1.82131 1.9 -0.7 1.7
H 0.98598 1.59927 -1.70418 1.9 -1.0 -2.0
H 2.81527 0.13157 1.93852 -0.4 0.7 -1.3


No. 3
30
Properties=species:S:1:pos:R:3:forces:R:3 method="wB97M-V/def2-TZVPD" mol_weight_da=184.3 lumo_ev=-2.54 de_lowest_kcal_mol=76.6 gap_ha=0.3555 charge=+1 total_energy_ha=-844.3584
C 0.16439 0.35992 -0.04574 4.9 2.9 -3.2
C 1.96408 0.75746 -0.58771 -3.9 -1.9 1.9
C 2.31110 1.21719 -1.76720 0.2 -0.3 1.1
C -0.56149 1.39474 0.37413 1.5 -0.5 0.0
C 1.24238 -1.80673 0.07000 0.4 2.0 2.1
C 1.93772 -1.16672 1.31100 -2.2 -0.7 -0.6
C -1.67241 1.30498 1.36739 -0.6 -2.2 -0.2
C -0.00619 2.84270 0.23074 2.3 -3.2 0.2
C -1.11427 -1.55093 0.53373 -2.5 -0.6 0.1
C -0.19015 -1.39137 -1.76449 0.1 2.4 0.5
N 0.00236 -1.03171 -0.31747 -0.7 -0.4 1.5
S 3.01470 0.18684 0.76505 -0.7 0.5 -0.2
H 3.31977 1.46009 -1.91666 1.4 0.1 -0.4
H 1.67048 1.37815 -2.57924 -1.1 0.5 -0.8
H 1.98737 -1.70310 -0.66655 0.3 -0.5 -1.5
H 0.77192 -2.73319 0.19843 0.5 -1.9 0.4
H 1.12422 -1.01211 2.05038 0.6 0.9 -0.2
H 2.49082 -1.93735 1.78340 1.1 -0.6 0.3
H -2.70845 1.17418 0.95508 1.0 0.0 0.5
H -1.36070 0.57198 2.16686 -0.9 0.4 -1.0
H -1.61034 2.18959 1.88994 -0.5 2.2 1.1
H 0.88310 2.93962 -0.45470 -1.8 0.1 0.0
H -0.89256 3.37664 0.12492 -0.9 1.9 -0.4
H 0.50367 2.97369 1.17425 -0.4 0.7 0.7
H -1.32792 -2.56484 0.17893 0.2 0.0 0.5
H -0.92566 -1.46359 1.58957 1.1 -0.6 0.3
H -2.14294 -1.05739 0.60008 1.6 0.1 -1.5
H 0.45442 -0.68946 -2.29919 -0.2 -0.3 -0.2
H 0.06513 -2.39240 -1.96389 0.3 -1.2 0.1
H -1.21270 -1.20019 -1.91666 -1.2 0.2 -0.9


No. 4
30
Properties=species:S:1:pos:R:3:forces:R:3 method="wB97M-V/def2-TZVPD" mol_weight_da=170.3 smiles=CC[C@@]12OC[C@@H](O1)[C@H](C)C[C@@H]2C lumo_ev=1.00 de_lowest_kcal_mol=41.3 gap_ha=0.3847 charge=0 total_energy_ha=-542.2540
C -0.50059 -3.32409 -0.04448 -0.2 0.5 1.4
C -1.21391 -2.09748 0.68929 1.8 -1.0 -1.7
C -0.42384 -0.74944 0.44539 0.1 -0.5 1.2
O -0.93530 0.18219 1.31726 -0.7 2.1 1.3
C 0.15904 0.91175 1.90968 -0.1 -1.1 0.4
C 1.41881 0.50803 1.18098 -3.6 -0.7 -3.3
O 0.93436 -0.83726 0.95519 1.0 -2.1 -1.3
C 1.48185 1.13059 -0.29400 0.5 1.6 1.1
C 2.02319 2.57039 -0.16275 2.5 -2.6 0.0
C 0.15385 1.18149 -1.10416 1.6 0.1 2.0
C -0.54336 -0.13286 -0.95287 -0.9 -1.5 -3.1
C -2.03268 0.20155 -1.40674 0.6 -1.7 -1.4
H 0.52611 -3.58591 0.33060 -1.1 0.5 0.0
H -1.15644 -4.19601 0.07331 0.3 0.1 -0.1
H -0.39147 -3.10341 -1.08096 0.0 0.1 -0.9
H -2.25409 -2.06312 0.34210 0.4 0.5 -0.3
H -1.31999 -2.38345 1.72184 0.5 0.6 0.7
H 0.20868 0.60770 2.92935 0.3 -0.4 1.0
H -0.04212 1.91704 1.93676 -0.7 2.6 -0.4
H 2.34007 0.55267 1.73316 0.3 -0.3 0.1
H 2.20097 0.51757 -0.85905 -0.2 0.1 0.3
H 1.29959 3.26781 -0.01166 -2.3 1.9 1.1
H 2.78811 2.53377 0.62657 -0.2 0.6 -0.1
H 2.51309 2.93516 -1.03824 0.5 -0.1 -0.9
H -0.48775 2.04981 -0.85368 0.3 -0.5 0.4
H 0.47992 1.38438 -2.10071 -0.1 -0.1 -1.0
H -0.05882 -0.87018 -1.72485 -0.9 1.1 1.3
H -2.61370 -0.75378 -1.66057 0.7 1.5 0.2
H -2.51546 0.70650 -0.60654 -0.5 0.4 0.8
H -2.03813 0.93860 -2.29022 0.2 -1.4 1.1


No. 5
29
Properties=species:S:1:pos:R:3:forces:R:3 method="wB97M-V/def2-TZVPD" mol_weight_da=166.3 lumo_ev="0.72 / 0.72" de_lowest_kcal_mol=122.3 gap_ha="0.3091 / 0.3091" charge=0 total_energy_ha=-681.1284
C 1.08460 1.61884 -0.97332 -1.0 -1.8 1.3
C 1.83787 0.64306 -1.50785 -0.8 3.5 -0.1
C 0.20149 1.30056 0.21343 1.9 0.3 -1.4
C 0.34355 0.07760 0.67398 2.1 -0.5 -0.6
C 1.89297 -0.61802 -0.99588 -3.9 -3.8 3.2
C -1.92181 2.49407 -0.22947 0.4 2.9 -0.3
C 1.05004 -1.21258 2.78401 -0.7 2.5 0.3
C -0.89317 -1.67961 -1.86997 -3.4 -2.4 -0.6
C -0.59638 2.50135 0.62057 -1.9 -0.2 0.2
C -0.08740 -0.76844 1.80677 0.5 0.2 0.1
Si 0.83344 -2.17714 -1.49832 0.4 2.1 0.7
H 1.10131 2.64565 -1.14701 0.3 1.5 -1.2
H 2.56707 0.94466 -2.19390 1.1 0.4 -1.3
H 2.79867 -0.97467 -0.58658 1.2 -0.1 0.6
H -1.75772 3.20583 -1.12161 -0.6 -1.5 1.0
H -2.86281 2.82747 0.29683 1.2 -0.1 -0.2
H -2.07705 1.48716 -0.48026 -0.4 -1.2 -1.0
H 0.81415 -1.28924 3.86825 -0.4 0.1 -0.9
H 1.89534 -0.50962 2.70968 -0.4 -0.1 0.0
H 1.40078 -2.11102 2.46682 1.2 -2.8 -0.8
H -1.29334 -2.17955 -2.86229 1.0 0.8 1.8
H -1.74019 -1.91052 -1.13667 1.3 0.4 -0.6
H -0.94393 -0.64572 -2.06788 0.1 1.5 -0.1
H -0.96970 2.45304 1.63099 0.5 -0.1 0.7
H -0.02984 3.43372 0.48878 -0.1 -0.4 0.1
H -0.83224 -0.29346 2.40176 -0.8 1.0 0.4
H -0.65798 -1.52594 1.29632 0.0 -1.3 0.3
H 1.08526 -3.33784 -0.61869 0.0 0.1 0.1
H 1.18371 -2.41499 -2.83447 1.1 -0.9 -1.6


No. 6
37
Properties=species:S:1:pos:R:3:forces:R:3 method="wB97M-V/def2-TZVPD" mol_weight_da=448.0 lumo_ev=-10.95 gap_ha=0.1542 charge=+2 total_energy_ha=-3827.7120
C 0.38282 0.39508 -2.96833 0.4 -0.6 0.1
C 0.30861 0.92191 -1.75288 0.7 1.2 -0.4
In 0.23780 -0.44430 0.02025 0.5 -0.6 0.0
C 2.11662 -1.76978 -0.15549 0.3 0.5 -1.1
C 3.31994 -0.86065 -0.62911 -1.1 -0.6 0.7
N 3.15200 0.50646 -0.10684 0.4 -0.3 -0.4
C -1.47785 -1.89274 0.10996 -0.9 -0.3 1.2
C -2.83490 -1.33381 -0.34322 0.4 0.1 -0.5
C -2.81910 -0.40681 -1.57097 -0.9 -0.2 0.3
Br -3.83951 -0.53652 1.14594 0.4 -0.2 -0.4
C 0.47520 0.80522 1.89188 -0.6 1.1 1.2
C -0.79032 1.55144 2.33268 0.2 -0.2 0.3
O -0.44161 2.22153 3.52685 0.4 -0.1 -0.2
C -1.20425 2.65714 1.32292 -0.5 0.5 1.3
F -1.58371 3.72596 1.98926 -0.2 0.5 0.2
F -2.23971 2.30616 0.56367 0.1 -0.7 -0.7
F -0.19505 3.03931 0.53090 0.4 -0.3 -0.5
H -0.22614 0.81587 -3.78000 0.1 -0.1 0.1
H 1.05982 -0.43176 -3.21477 -0.4 0.0 0.0
H 0.31163 2.02452 -1.68567 -0.6 -0.3 0.7
H 2.29155 -2.22385 0.83391 -0.3 0.0 -0.2
H 1.88999 -2.52360 -0.94585 0.0 0.5 0.3
H 4.24762 -1.30773 -0.24411 -0.1 0.1 -0.5
H 3.27989 -0.84259 -1.72333 0.4 0.0 0.2
H 3.46565 1.15358 -0.82471 0.0 0.1 0.2
H 3.79659 0.64048 0.66610 -0.1 0.1 0.1
H -1.59089 -2.17620 1.16647 0.3 0.1 -0.3
H -1.19610 -2.81286 -0.41860 0.1 0.4 -0.3
H -3.43734 -2.21298 -0.63310 0.2 0.2 0.2
H -2.27305 -0.89769 -2.38867 0.0 0.2 0.2
H -2.45281 0.60375 -1.34060 0.2 -0.3 -0.1
H -3.86123 -0.28461 -1.89843 0.3 0.1 0.0
H 0.76767 0.11640 2.70670 -0.2 -0.5 -0.7
H 1.31427 1.50443 1.77959 -0.3 -0.2 -0.6
H -1.61963 0.87158 2.56461 0.0 0.2 -0.7
H -0.58163 1.63413 4.27974 0.0 0.1 0.0
Al 2.24713 -4.53645 -0.80676 0.2 -0.6 0.1


No. 7
36
Properties=species:S:1:pos:R:3:forces:R:3 method="wB97M-V/def2-TZVPD" mol_weight_da=272.2 lumo_ev=2.74 gap_ha=0.3479 charge=-1 total_energy_ha=-1164.4038
C 2.49182 -3.76898 0.18448 -9.1 3.1 -1.8
C 1.19585 -3.30539 -0.19555 8.4 -3.1 2.8
C -0.33619 -2.81200 -0.54028 0.5 -0.6 0.1
C -0.79788 -1.43860 0.25183 -0.4 -0.3 1.1
C 0.04882 -1.19675 1.67406 -1.0 -0.9 -0.1
N -0.81849 -0.38474 2.65924 -0.4 -1.0 -1.1
O -0.86109 -0.23811 -0.59603 2.0 -1.9 0.5
C 0.44236 0.10657 -1.18315 0.7 1.2 -0.8
C 0.87999 1.64365 -0.74585 0.2 0.4 0.6
C -0.27165 2.40492 0.15647 0.4 0.3 0.5
C 2.29020 1.60812 0.13516 -0.1 0.9 0.2
C 3.56764 2.24134 -0.67975 -0.6 -0.1 -0.2
H 3.45072 -4.18697 0.75541 -2.8 1.2 -1.8
H -1.05260 -3.68049 -0.16520 1.7 1.8 -0.8
H -0.51344 -2.68643 -1.70414 0.6 -0.3 2.5
H -1.91750 -1.64381 0.61215 2.4 0.6 -1.1
H 1.10666 -0.72225 1.49935 -2.2 -0.8 0.3
H 0.17300 -2.25309 2.17561 0.1 1.9 -1.2
H -1.67700 -0.04089 2.14561 1.3 -0.4 0.7
H -1.17966 -1.04704 3.38691 0.4 0.9 -1.1
H 0.37653 0.08313 -2.36598 -0.2 -0.1 2.4
H 1.32700 -0.59984 -0.88661 -1.9 1.0 -0.3
H 1.08387 2.30517 -1.70440 -0.4 -1.5 1.8
H 0.00233 3.55614 0.30572 -0.3 -2.4 -0.5
H -1.34292 2.37546 -0.31369 2.1 -0.3 1.0
H -0.23228 1.94424 1.25389 -0.4 0.8 -2.4
H 2.08819 2.26538 1.10183 0.6 -1.5 -1.9
H 2.59098 0.52787 0.48525 -0.8 2.0 -0.7
H 3.38079 2.03684 -1.83705 0.7 0.3 2.5
H 3.63404 3.42405 -0.54028 -0.1 -2.7 -0.2
H 4.54706 1.70977 -0.29233 -1.8 1.3 -1.0
F -3.65784 1.48751 -1.90024 -1.3 -1.3 1.1
Al -4.73545 0.35455 -1.00651 0.0 0.1 -0.2
F -4.27350 0.33395 0.73408 -0.4 -0.1 -1.9
F -4.56578 -1.30210 -1.69234 -0.2 1.9 0.9
F -6.44459 0.89881 -1.16768 2.1 -0.7 0.2